Record 1
{"formula": "C4H7NO", "method": "ωB97M-V/def2-TZVPD", "symbols": ["O", "C", "C", "C", "N", "C", "H", "H", "H", "H", "H", "H", "H"], "positions_angstrom": [[1.84729, -1.54376, 1.47198], [-0.23986, 0.92665, -1.58116], [0.36144, -0.36140, -1.08067], [-0.88867, -0.14754, -0.31290], [-0.60305, 0.73715, 0.81462], [-0.83913, 1.46113, -0.42957], [1.25086, -0.88422, 1.85099], [2.40297, -1.02377, 0.88044], [1.21724, -0.36549, -0.41888], [0.42198, -1.12697, -1.84512], [-1.83691, -0.66558, -0.40113], [-1.43618, 0.85634, 1.39303], [-1.64680, 2.18849, -0.47587]], "forces_ev_per_angstrom": [[0.0, 0.2, 0.1], [-0.2, 0.2, -0.1], [0.0, -0.2, -0.1], [-0.2, -0.6, 0.0], [0.0, -0.1, 0.0], [-0.1, 0.4, -0.1], [0.0, -0.1, 0.0], [0.1, -0.2, 0.2], [-0.1, 0.2, -0.1], [-0.1, 0.0, 0.1], [0.1, 0.1, -0.1], [0.1, -0.1, -0.1], [0.2, 0.0, 0.1]], "lowdin_charge": [-0.067, 0.009, -0.154, -0.240, 0.061, -0.214, 0.024, 0.026, 0.073, 0.103, 0.149, 0.108, 0.122], "lumo_ha": 0.02845}


Record 2
{"formula": "C4H7NO", "method": "ωB97M-V/def2-TZVPD", "symbols": ["O", "C", "C", "N", "C", "C", "H", "H", "H", "H", "H", "H", "H"], "positions_angstrom": [[1.30554, -0.52078, 1.42054], [0.36624, -0.10619, 0.49288], [-0.54660, -0.99342, -0.34991], [-0.85640, 0.40075, -0.87139], [-0.88064, 0.79834, 0.59933], [0.63834, 0.64022, -0.81399], [1.84872, -1.15844, 0.93174], [-0.04609, -1.66661, -1.05282], [-1.41188, -1.46504, 0.12516], [-0.76349, 1.87080, 0.78442], [-1.77707, 0.41016, 1.09534], [1.19957, 0.09387, -1.58013], [0.92375, 1.69635, -0.78116]], "forces_ev_per_angstrom": [[0.0, -0.1, 0.1], [-0.1, 0.0, -0.1], [-0.1, -0.4, -0.1], [-0.2, 0.1, -0.2], [-0.2, 0.2, 0.3], [0.3, 0.2, -0.3], [0.0, 0.1, 0.4], [-0.2, 0.2, -0.2], [0.2, 0.0, 0.0], [0.1, -0.2, -0.1], [0.3, 0.0, 0.1], [-0.1, 0.1, 0.0], [-0.1, -0.2, 0.1]], "lowdin_charge": [0.034, -0.480, -0.112, -0.027, -0.086, -0.109, 0.107, 0.112, 0.112, 0.113, 0.110, 0.111, 0.114], "lumo_ha": 0.02855}


Record 3
{"formula": "C4H7NO", "method": "ωB97M-V/def2-TZVPD", "symbols": ["C", "C", "N", "C", "C", "O", "H", "H", "H", "H", "H", "H", "H"], "positions_angstrom": [[-0.70727, -1.51779, 1.46622], [-0.29942, -0.50472, 0.41001], [0.72988, 0.23839, 0.66654], [1.09257, 0.93895, -0.53309], [-0.05200, 1.03030, -1.43005], [-0.94310, -0.44191, -0.75097], [-1.78761, -1.56407, 1.62314], [-0.20662, -1.25342, 2.40492], [-0.36941, -2.51881, 1.17424], [1.11314, 2.05889, -0.53504], [2.06038, 0.61989, -0.94788], [0.22882, 1.26853, -2.48227], [-0.85936, 1.64578, -1.06577]], "forces_ev_per_angstrom": [[-0.1, 0.1, -0.3], [0.7, 0.3, 0.1], [-0.2, 0.0, 0.1], [0.1, 1.2, -0.2], [-1.4, -1.9, 0.3], [1.2, 1.2, -1.1], [0.1, 0.1, -0.1], [-0.1, 0.0, -0.3], [-0.1, 0.2, -0.1], [1.1, -0.1, 1.3], [-0.5, -0.2, -0.1], [-0.8, -1.2, 0.3], [0.0, 0.3, 0.0]], "lowdin_charge": [-0.009, -0.505, 0.067, -0.288, 0.051, -0.030, 0.076, 0.079, 0.082, 0.132, 0.122, 0.122, 0.101], "lumo_ha": 0.02972}


Record 4
{"formula": "C4H7NO", "method": "ωB97M-V/def2-TZVPD", "symbols": ["C", "N", "C", "C", "C", "O", "H", "H", "H", "H", "H", "H", "H"], "positions_angstrom": [[-0.54346, 1.05147, -1.21785], [0.41260, 0.31153, -0.41631], [0.56890, -1.12032, -0.50617], [-0.14389, -0.51682, 0.64521], [0.45169, -0.03627, 1.91761], [-0.22166, 0.54771, 2.73082], [-1.05671, 0.39974, -1.92065], [-0.05580, 1.83677, -1.78862], [-1.25733, 1.55905, -0.56366], [-0.06095, -1.69053, -1.19412], [1.58250, -1.50335, -0.43658], [-1.22116, -0.69032, 0.70760], [1.54527, -0.14865, 2.04272]], "forces_ev_per_angstrom": [[-0.1, 0.1, -0.1], [0.0, 0.1, 0.0], [0.2, -0.2, -0.2], [-0.2, 0.0, 0.2], [-0.1, -0.1, 0.4], [0.2, -0.2, 0.0], [-0.4, -0.1, -0.1], [0.3, -0.1, -0.1], [0.0, -0.2, -0.1], [0.0, 0.3, 0.1], [0.0, 0.1, 0.1], [0.2, 0.3, -0.2], [0.0, 0.0, -0.1]], "lowdin_charge": [-0.080, -0.119, -0.102, -0.262, -0.228, 0.052, 0.079, 0.075, 0.089, 0.112, 0.105, 0.149, 0.129], "lumo_ha": 0.03469, "smiles": "CN1C[C@H]1C=O"}


Record 5
{"formula": "C4H7NO", "method": "ωB97M-V/def2-TZVPD", "symbols": ["C", "N", "C", "C", "C", "O", "H", "H", "H", "H", "H", "H", "H"], "positions_angstrom": [[1.46477, -1.02848, -0.87534], [0.53911, -1.02134, 0.24748], [-0.56373, -0.67844, -0.27253], [-1.05682, 0.65761, 0.10762], [-0.86217, 1.14712, 1.46544], [0.02626, 1.54565, 0.45004], [1.60972, 0.04355, -1.11897], [1.15474, -1.53137, -1.80755], [2.36463, -1.41592, -0.44872], [-0.95131, -1.15023, -1.18817], [-1.74204, 1.11259, -0.59866], [-1.53537, 1.91292, 1.83291], [-0.45080, 0.43773, 2.18309]], "forces_ev_per_angstrom": [[1.0, -0.6, 0.1], [-0.4, 0.9, -0.7], [-0.4, 0.2, 0.2], [-0.7, -0.1, 0.1], [-0.3, 0.1, 0.4], [-0.1, 0.1, -0.1], [0.2, -0.6, 0.1], [-0.1, -0.2, 0.3], [1.0, -0.4, -0.5], [0.2, 0.4, -0.4], [-0.4, 0.0, 0.3], [0.1, 0.0, 0.1], [-0.1, 0.2, -0.1]], "lowdin_charge": [-0.135, 0.004, -0.173, -0.257, -0.123, -0.039, 0.091, 0.085, 0.062, 0.115, 0.140, 0.111, 0.118], "lumo_ha": [0.01329, 0.01329], "smiles": "C/N=C/[C@H]1CO1"}


Record 6
{"formula": "C4H7NO", "method": "ωB97M-V/def2-TZVPD", "symbols": ["O", "C", "C", "N", "C", "C", "H", "H", "H", "H", "H", "H", "H"], "positions_angstrom": [[1.89107, 0.98023, 2.33173], [1.24762, 0.26366, 1.58805], [-0.08986, 0.53160, 1.05477], [-0.55423, -0.38672, -0.05235], [0.14005, -0.71835, -1.25252], [-1.11121, 0.10079, -1.26778], [1.62999, -0.74175, 1.29792], [-0.41211, 1.58172, 0.97147], [-0.85447, -0.43957, 1.21821], [0.09286, -1.77297, -1.51088], [1.09086, -0.21456, -1.38192], [-1.01580, 1.16965, -1.43917], [-2.05476, -0.35374, -1.55752]], "forces_ev_per_angstrom": [[-0.5, -0.2, -0.5], [-0.1, -0.1, 0.1], [-0.5, -0.6, 0.1], [0.0, -0.5, -0.6], [0.4, 0.0, -0.5], [-0.1, 0.2, -0.4], [0.1, 0.1, 0.1], [0.0, -0.6, 0.1], [0.4, 1.5, 2.2], [0.1, 0.2, -0.1], [0.0, 0.0, -0.3], [0.0, -0.1, -0.1], [0.2, 0.1, -0.1]], "lowdin_charge": [0.010, -0.317, -0.117, -0.220, -0.111, -0.113, 0.121, 0.119, 0.187, 0.109, 0.113, 0.111, 0.108], "lumo_ha": 0.03460}


Record 7
{"formula": "C4H7NO", "method": "ωB97M-V/def2-TZVPD", "symbols": ["C", "C", "C", "N", "C", "O", "H", "H", "H", "H", "H", "H", "H"], "positions_angstrom": [[1.73831, 0.02524, 0.36577], [0.50333, 0.07253, -0.49639], [-1.06111, -0.87101, -0.00171], [-1.69480, 0.18340, -0.80091], [-0.63003, 0.92015, -0.18093], [-0.69730, 1.75516, 0.68675], [2.38278, 0.91719, 0.32507], [1.42191, -0.11135, 1.39766], [2.35881, -0.82005, 0.04749], [0.75537, 0.11322, -1.57984], [-1.44956, -0.82551, 1.05191], [-1.03573, -1.89664, -0.33754], [-2.59199, 0.53768, -0.47734]], "forces_ev_per_angstrom": [[-0.2, -0.2, 0.2], [-0.5, -0.7, 0.5], [0.8, -0.6, -0.5], [0.2, 0.6, 0.2], [0.1, 1.8, 0.1], [-0.4, 0.5, -0.2], [-0.5, -0.1, -0.2], [0.2, 0.0, 0.1], [-0.1, 0.1, 0.2], [-0.8, -1.1, 0.6], [1.3, 0.0, -0.6], [-0.2, -0.1, -0.6], [0.0, -0.3, 0.1]], "lowdin_charge": [-0.074, -0.114, -0.041, 0.038, -0.611, 0.080, 0.088, 0.080, 0.075, 0.146, 0.129, 0.086, 0.119], "lumo_ha": 0.03782}


Record 8
{"formula": "C4H7NO", "method": "ωB97M-V/def2-TZVPD", "symbols": ["C", "C", "C", "C", "O", "N", "H", "H", "H", "H", "H", "H", "H"], "positions_angstrom": [[0.90652, 1.39741, -0.14496], [0.29588, 0.13605, 0.34976], [0.28782, -1.27440, -0.19707], [-0.49356, -1.44598, 1.12228], [-1.00904, -2.34925, 1.70557], [-0.38001, -0.04190, 1.44166], [0.42256, 2.26376, 0.31707], [1.96748, 1.40457, 0.13165], [0.85595, 1.45285, -1.23767], [-1.82266, 0.81723, -1.45307], [-0.29200, -1.43161, -1.11271], [1.25222, -1.78362, -0.26652], [-2.01995, 0.80334, -0.73643]], "forces_ev_per_angstrom": [[-0.1, -0.1, 0.0], [0.1, 0.2, 0.0], [0.0, 0.0, -0.1], [-0.3, -0.5, 0.3], [0.2, 0.4, -0.3], [0.1, 0.0, -0.1], [0.1, -0.2, -0.1], [-0.1, 0.0, 0.0], [0.0, 0.0, 0.2], [-0.1, 0.0, 0.0], [0.1, 0.0, 0.1], [-0.1, 0.0, 0.0], [0.0, 0.0, -0.1]], "lowdin_charge": [-0.036, -0.380, -0.023, -0.452, 0.120, 0.189, 0.087, 0.092, 0.079, 0.054, 0.106, 0.113, 0.053], "lumo_ha": 0.02411}


Record 9
{"formula": "C4H7NO", "method": "ωB97M-V/def2-TZVPD", "symbols": ["C", "C", "O", "C", "C", "N", "H", "H", "H", "H", "H", "H", "H"], "positions_angstrom": [[-1.24480, -1.54797, -0.52721], [-0.28372, -0.37690, -0.62388], [0.26567, -0.15216, -1.68820], [-0.06867, 0.53069, 0.52216], [1.23362, 1.08381, 0.95674], [0.81484, 1.87656, -0.13258], [-2.09515, -1.36822, -1.20580], [-1.62867, -1.77335, 0.47527], [-0.69923, -2.41789, -0.91762], [-0.84512, 0.47017, 1.33510], [2.11422, 0.45748, 0.91896], [1.06639, 1.66738, 1.85131], [1.37061, 1.55041, -0.96426]], "forces_ev_per_angstrom": [[0.0, -0.1, 0.0], [0.4, 0.1, -0.4], [-0.1, -0.7, 0.0], [0.1, 0.5, -0.7], [0.5, -0.2, 0.7], [-0.8, -0.6, 0.4], [0.3, 0.0, 0.3], [0.2, 0.2, -0.2], [-0.2, 0.2, 0.1], [0.4, 1.1, -1.3], [0.3, 0.1, 0.0], [0.5, -0.4, 0.6], [-1.6, -0.2, 0.6]], "lowdin_charge": [-0.017, -0.453, 0.041, -0.101, -0.266, 0.079, 0.093, 0.075, 0.089, 0.144, 0.116, 0.107, 0.094], "lumo_ha": 0.02012, "smiles": "CC(=O)[C@H]1CN1"}


Total energy per entry: -286.428579 -286.500571 -286.527394 -286.539498 -286.467046 -286.442451 -286.523130 -286.539450 -286.515638 Ha